Molecular formula: C58H40Br2ClNO10S
Method: DFT, wB97M-V/def2-TZVPD

CARTESIAN COORDINATES (ANGSTROEM)
C  4.795  -1.621  1.413
C  3.861  -0.756  0.581
Br  4.277  -0.288  -1.224
C  2.733  -0.280  1.099
Br  2.289  -0.707  2.937
C  1.742  0.594  0.414
C  0.561  0.007  0.006
C  -0.451  0.737  -0.609
C  -1.774  0.136  -1.053
C  -2.488  -0.698  0.030
C  -3.993  -0.772  -0.264
Cl  -1.830  -2.388  -0.015
C  -0.201  2.073  -0.781
C  1.030  2.671  -0.394
C  2.023  1.950  0.206
C  3.312  2.627  0.627
C  0.944  4.147  -0.772
O  1.775  4.938  -1.108
N  -0.512  4.368  -0.702
S  -1.009  4.687  0.874
C  -2.104  3.433  1.522
O  0.134  4.791  1.739
O  -1.735  5.920  0.898
C  -1.056  3.194  -1.367
O  -1.918  3.200  -2.197
H  4.266  -2.473  1.846
H  5.638  -1.968  0.812
H  5.134  -0.994  2.246
H  0.413  -1.055  0.178
H  -2.450  0.952  -1.342
H  -1.614  -0.455  -1.965
H  -2.300  -0.256  1.014
H  -4.107  -1.296  -1.221
H  -4.429  0.230  -0.316
H  -4.479  -1.394  0.494
H  3.133  3.146  1.578
H  3.552  3.385  -0.124
H  4.124  1.903  0.710
H  -1.731  2.410  1.381
H  -2.127  3.606  2.602
H  -3.110  3.477  1.095
C  -1.378  -3.889  -8.265
C  -0.903  -3.353  -9.458
C  -0.468  -2.039  -9.505
C  -0.517  -1.250  -8.362
C  -1.016  -1.782  -7.170
C  -1.435  -3.106  -7.125
C  -1.121  -0.940  -5.948
O  -1.550  -1.402  -4.909
C  -0.696  0.482  -6.029
C  -0.839  1.298  -4.915
C  -0.437  2.620  -4.967
C  0.122  3.136  -6.132
C  0.263  2.329  -7.250
C  -0.154  1.003  -7.206
C  -0.029  0.155  -8.422
O  0.454  0.600  -9.443
H  -1.709  -4.919  -8.229
H  -0.871  -3.963  -10.351
H  -0.094  -1.624  -10.431
H  -1.809  -3.523  -6.199
H  -1.269  0.900  -4.006
H  -0.555  3.248  -4.098
H  0.443  4.169  -6.168
H  0.692  2.730  -8.158
C  0.684  7.491  6.714
C  0.298  6.905  5.513
C  1.236  6.275  4.712
C  2.569  6.238  5.105
C  2.961  6.848  6.300
C  2.012  7.464  7.106
C  4.390  6.861  6.714
O  4.730  7.387  7.754
C  5.395  6.223  5.821
C  6.741  6.275  6.163
C  7.685  5.673  5.348
C  7.288  5.009  4.191
C  5.949  4.960  3.844
C  4.999  5.574  4.651
C  3.566  5.542  4.247
O  3.222  4.963  3.236
H  -0.053  7.976  7.342
H  -0.739  6.939  5.201
H  0.933  5.815  3.780
H  2.312  7.924  8.038
H  7.051  6.788  7.063
H  8.734  5.719  5.613
H  8.027  4.534  3.559
H  5.641  4.447  2.942
C  -1.382  -5.139  1.060
C  -1.290  -5.660  -0.227
C  -2.066  -6.746  -0.595
C  -2.931  -7.325  0.327
C  -3.006  -6.816  1.625
C  -2.237  -5.715  1.984
C  -3.889  -7.451  2.640
O  -3.959  -7.008  3.768
C  -4.680  -8.648  2.244
C  -5.468  -9.290  3.192
C  -6.219  -10.397  2.833
C  -6.194  -10.863  1.523
C  -5.406  -10.231  0.575
C  -4.640  -9.128  0.934
C  -3.772  -8.480  -0.087
O  -3.747  -8.888  -1.230
H  -0.782  -4.287  1.343
H  -0.612  -5.215  -0.945
H  -1.998  -7.147  -1.597
H  -2.304  -5.313  2.986
H  -5.492  -8.926  4.211
H  -6.828  -10.898  3.575
H  -6.787  -11.724  1.243
H  -5.383  -10.597  -0.442

**HOMO level**: -9.56 eV
**SMILES**: C/C(Br)=C(\Br)c1cc(C[C@@H](C)Cl)c2c(c1C)C(=O)N(S(C)(=O)=O)C2=O.O=C1c2ccccc2C(=O)c2ccccc21.O=C1c2ccccc2C(=O)c2ccccc21.O=C1c2ccccc2C(=O)c2ccccc21